66
Properties=species:S:1:pos:R:3:mulliken_charge:R:1 method="wB97M-V/def2-TZVPD" gap_ev=7.20 charge=-1
Ca -0.1275 0.9380 -0.3643 1.81
C -4.2255 2.3992 -2.1766 -1.55
C -4.3855 1.2771 -1.1924 1.31
C -5.4628 0.4047 -1.2918 -0.79
C -5.6225 -0.6478 -0.4053 -0.78
C -4.6821 -0.8416 0.5934 -0.95
C -3.5921 0.0096 0.7188 1.55
C -2.5640 -0.2272 1.7936 -1.57
C -3.4446 1.0837 -0.1707 -0.28
N -2.2890 1.8913 -0.0577 0.21
C -2.4697 3.1822 0.2471 -0.48
O -3.5263 3.7922 0.4375 -0.77
C -1.1663 3.9540 0.4023 0.38
C -1.1580 5.3054 0.7081 -0.67
C 0.0685 5.9288 0.8869 -0.24
C 1.2411 5.1965 0.7733 -0.67
C 1.1445 3.8500 0.4598 0.28
N -0.0363 3.2638 0.2706 -0.12
C 2.3771 2.9632 0.3619 -0.41
O 3.4725 3.4631 0.6333 -0.76
N 2.0890 1.7023 0.0175 0.15
C 3.1428 0.7665 -0.0710 -0.20
C 3.0558 -0.3829 0.7315 1.42
C 1.9319 -0.5416 1.7245 -1.57
C 4.0106 -1.3849 0.6065 -0.75
C 5.0443 -1.2668 -0.3061 -0.91
C 5.1187 -0.1363 -1.1053 -0.78
C 4.1818 0.8851 -1.0080 1.34
C 4.2616 2.0682 -1.9285 -1.60
H -4.8972 2.2651 -3.0251 0.45
H -3.1996 2.4438 -2.5503 0.24
H -4.4335 3.3581 -1.7005 0.29
H -6.1868 0.5571 -2.0851 0.34
H -6.4678 -1.3184 -0.4988 0.39
H -4.7923 -1.6654 1.2903 0.37
H -2.9455 -0.9137 2.5505 0.44
H -2.2768 0.7032 2.2839 0.35
H -1.6625 -0.6915 1.3747 0.12
H -2.1005 5.8243 0.8061 0.50
H 0.1097 6.9845 1.1272 0.42
H 2.2197 5.6276 0.9270 0.50
H 1.7021 0.4020 2.2210 0.32
H 2.1926 -1.2781 2.4848 0.46
H 1.0151 -0.9158 1.2477 0.12
H 3.9354 -2.2677 1.2324 0.39
H 5.7815 -2.0544 -0.4012 0.40
H 5.9141 -0.0454 -1.8370 0.33
H 4.9473 1.8679 -2.7521 0.46
H 4.5961 2.9533 -1.3860 0.30
H 3.2785 2.3002 -2.3443 0.26
O 1.0895 -1.8498 -2.3542 -0.71
C 0.3441 -2.0250 -1.3984 0.27
O -0.4794 -1.1760 -0.9083 -0.80
C 0.3798 -3.3604 -0.6730 0.08
C 1.4660 -4.2082 -0.8603 -0.45
C 1.5284 -5.4220 -0.1982 -0.61
C 0.4802 -5.7739 0.6358 0.17
C -0.6155 -4.9517 0.8367 -0.52
C -0.6543 -3.7345 0.1785 -0.18
N 0.5299 -7.0695 1.3328 1.00
O -0.4055 -7.3665 2.0518 -0.62
O 1.4998 -7.7803 1.1489 -0.63
H 2.2536 -3.8898 -1.5296 0.50
H 2.3640 -6.0951 -0.3189 0.47
H -1.4099 -5.2708 1.4944 0.48
H -1.4884 -3.0589 0.3080 0.49